Record 1
ORCA calculation (ωB97M-V/def2-TZVPD) on an isolated molecule of C4H8O2.

Each line ends with the Mulliken charge.
Element x y z (Å)
C: -0.21272 -0.39149 0.09512  0.51
H: 0.19419 -1.38365 1.98098  0.35
O: 2.03601 -1.25542 0.14012  -0.49
C: -0.27488 0.96811 -0.61931  -0.63
H: -0.91492 1.67581 -0.08619  0.39
H: 0.73679 1.40569 -0.69440  0.29
C: -0.15072 -0.40048 1.63496  -1.41
O: -0.76243 0.73682 -1.93631  -0.51
H: -1.12600 -0.21880 2.10053  0.40
H: 0.99728 -1.08062 -1.60084  0.38
H: -1.02054 1.58841 -2.30724  0.29
H: 0.56876 0.32369 2.02492  0.31
C: 1.03229 -1.02401 -0.49460  -0.17
H: -1.10312 -0.94405 -0.23773  0.29

The value obtained for the LUMO energy is 0.73 eV. The gap between HOMO and LUMO comes out at 10.403 eV. As for the SMILES: C[C@H](C=O)CO. The value obtained for the electronic energy is -8371.973 eV.

***

Record 2
ORCA calculation (ωB97M-V/def2-TZVPD) on an isolated molecule of C4H8O2.

Each line ends with the Mulliken charge.
Element x y z (Å)
H: 2.33985 0.76584 0.76166  0.24
H: 1.35534 1.84484 -0.27018  0.24
H: -1.49206 1.33042 0.29414  0.33
H: 0.62880 -0.08438 -1.63985  0.23
O: 0.27007 0.64764 1.09436  -0.53
C: 1.01382 -0.34065 -0.64983  -0.72
H: -2.18289 -0.96526 0.74358  0.29
C: 1.39368 0.86405 0.21660  -0.28
H: -1.66340 -1.15236 -0.94169  0.32
C: -1.54132 -0.53651 -0.04276  -0.64
H: 1.76439 -1.12986 -0.73402  0.30
C: -0.07887 -0.57449 0.40280  0.37
O: -1.92929 0.77279 -0.36978  -0.52
H: 0.10568 -1.44505 1.04496  0.37

The value obtained for the LUMO energy is 1.05 eV. The gap between HOMO and LUMO comes out at 11.091 eV. As for the SMILES: OC[C@H]1CCO1. The value obtained for the electronic energy is -8371.354 eV.

***

Record 3
ORCA calculation (ωB97M-V/def2-TZVPD) on an isolated molecule of C4H8O2.

Each line ends with the Mulliken charge.
Element x y z (Å)
C: 0.55570 0.11197 0.05840  0.52
H: -1.87069 1.36950 -1.73406  0.25
H: -0.68717 -1.71727 -0.39233  0.32
C: 0.27932 -1.38538 0.03587  -0.03
C: 0.95942 0.51554 1.46816  -1.38
O: -0.53467 0.92440 -0.30932  -0.36
O: 1.08284 -2.18799 0.44727  -0.47
C: -1.37443 0.47779 -1.34666  -0.79
H: -0.82382 -0.01170 -2.16453  0.36
H: 1.29375 1.55605 1.51008  0.33
H: -2.14638 -0.21329 -0.97689  0.28
H: 1.40789 0.26096 -0.63151  0.22
H: 1.76047 -0.15077 1.79169  0.40
H: 0.09504 0.40336 2.13169  0.35

The value obtained for the LUMO energy is 0.81 eV. The gap between HOMO and LUMO comes out at 10.441 eV. As for the SMILES: CO[C@@H](C)C=O. The value obtained for the electronic energy is -8371.542 eV.

***

Record 4
ORCA calculation (ωB97M-V/def2-TZVPD) on an isolated molecule of C4H8O2.

Each line ends with the Mulliken charge.
Element x y z (Å)
C: 0.05562 0.84742 -0.16124  0.15
C: -0.83204 -1.44750 -0.20841  -0.47
H: -1.27648 -1.16326 -1.17800  0.29
H: 1.71511 1.77100 1.12187  0.31
H: -0.54593 1.35147 -0.95495  0.23
H: -1.52369 -2.13151 0.28663  0.32
H: -0.14313 -0.45866 1.57827  0.27
H: 0.88408 2.56522 -0.49460  0.25
O: 1.38832 0.55752 -0.58870  -0.45
C: 1.15613 1.74252 0.16855  -0.47
O: 0.37377 -2.15430 -0.38717  -0.52
H: -1.62593 0.24621 0.90726  0.28
C: -0.65548 -0.19131 0.64691  -0.57
H: 1.02964 -1.53481 -0.73641  0.37

The value obtained for the LUMO energy is 1.03 eV. The gap between HOMO and LUMO comes out at 11.151 eV. As for the SMILES: OCC[C@H]1CO1. The value obtained for the electronic energy is -8370.718 eV.

***

Record 5
ORCA calculation (ωB97M-V/def2-TZVPD) on an isolated molecule of C4H8O2.

Each line ends with the Mulliken charge.
Element x y z (Å)
H: -2.28096 0.53276 -0.68753  0.27
O: -1.14549 -1.61374 0.23495  -0.52
H: -1.56277 0.55297 0.90218  0.36
H: -1.45123 2.02124 -0.11685  0.33
H: 1.83116 0.80722 -0.84051  0.29
O: -0.22448 0.61635 -0.85237  -0.40
C: 1.00948 0.64294 -0.12663  -0.28
C: -1.42950 0.93862 -0.12539  -0.80
H: 1.02266 1.48839 0.57139  0.28
H: 2.05840 -1.26327 0.36858  0.34
C: -0.03619 -1.44923 -0.21905  0.24
H: 0.88241 -0.73104 1.59909  0.26
C: 1.09982 -0.75106 0.52909  -0.67
H: 0.22670 -1.79215 -1.23696  0.30

The value obtained for the LUMO energy is 1.02 eV. The gap between HOMO and LUMO comes out at 10.501 eV. As for the SMILES: COCCC=O. The value obtained for the electronic energy is -8371.002 eV.

***

Record 6
ORCA calculation (ωB97M-V/def2-TZVPD) on an isolated molecule of C4H8O2.

Each line ends with the Mulliken charge.
Element x y z (Å)
H: -2.29392 0.22766 -1.05780  0.30
H: -0.93371 -1.65018 0.52376  0.26
C: -1.58322 0.32112 -0.23419  -0.36
O: -0.73049 1.41609 -0.50376  -0.34
H: 0.24240 1.63607 1.32803  0.26
O: 0.54567 -0.19139 0.46539  -0.14
H: -0.30377 -1.23445 -1.10580  0.29
H: 1.27254 1.63290 -0.16774  0.35
H: -2.12156 0.46638 0.71348  0.28
H: 1.92137 -0.88244 -0.93982  0.16
C: 2.08845 -0.59600 0.12305  -0.79
C: -0.60234 -0.83977 -0.13012  -0.28
H: 2.12069 -1.55185 0.67415  0.24
C: 0.37787 1.24587 0.31138  -0.23

The value obtained for the LUMO energy is 0.72 eV. The gap between HOMO and LUMO comes out at 8.115 eV. The value obtained for the electronic energy is -8367.812 eV.

***

Record 7
ORCA calculation (ωB97M-V/def2-TZVPD) on an isolated molecule of C4H8O2.

Each line ends with the Mulliken charge.
Element x y z (Å)
C: -0.67400 -0.91778 -0.17174  -0.28
O: 0.43956 -0.32733 0.55527  -0.15
H: 0.43702 1.55414 1.31284  0.26
C: 0.45000 1.19755 0.27717  -0.16
C: -1.57613 0.31166 -0.22613  -0.38
H: -2.06358 0.46626 0.74684  0.29
H: -0.33012 -1.24883 -1.15986  0.29
H: 1.28065 1.66020 -0.27526  0.32
O: -0.67720 1.35928 -0.49860  -0.34
H: 1.86764 -0.75877 -0.86815  0.20
H: 2.30753 -1.34571 0.77395  0.21
H: -2.31431 0.29697 -1.02677  0.31
C: 1.98158 -0.48042 0.19738  -0.82
H: -1.12863 -1.76723 0.36306  0.27

The value obtained for the LUMO energy is 0.75 eV. The gap between HOMO and LUMO comes out at 7.692 eV. The value obtained for the electronic energy is -8367.188 eV.

***

Record 8
ORCA calculation (ωB97M-V/def2-TZVPD) on an isolated molecule of C4H8O2.

Each line ends with the Mulliken charge.
Element x y z (Å)
H: -0.79582 -0.11621 -1.56717  0.41
C: -1.68271 -0.71276 0.41609  -0.53
C: -0.63738 -0.06862 -0.48857  -0.10
O: -0.24249 1.21140 0.00776  -0.54
H: 0.82426 -0.28357 1.07331  0.39
H: 1.76793 0.93058 -1.60630  0.32
H: -1.54763 -1.80010 0.43668  0.26
C: 1.96731 0.36253 -0.69441  -1.33
H: 2.47568 -0.57230 -0.94876  0.32
H: -2.69509 -0.50312 0.03823  0.28
H: -1.24748 0.69769 1.60225  0.34
C: 0.69857 0.12704 0.07034  0.41
O: -1.52490 -0.22859 1.72621  -0.54
H: 2.63975 0.95604 -0.06565  0.31

The value obtained for the LUMO energy is 1.08 eV. The gap between HOMO and LUMO comes out at 11.162 eV. As for the SMILES: C[C@H]1O[C@@H]1CO. The value obtained for the electronic energy is -8371.349 eV.

***

Record 9
ORCA calculation (ωB97M-V/def2-TZVPD) on an isolated molecule of C4H8O2.

Each line ends with the Mulliken charge.
Element x y z (Å)
C: -1.38750 0.17715 -0.60470  -0.59
O: 0.03089 -0.27497 1.42210  -0.45
C: 1.83030 0.46843 -0.10344  -1.24
C: 0.92317 -0.64060 0.37361  0.25
H: -0.97057 -1.75487 0.32072  0.36
H: 1.44667 -1.58493 0.54040  0.38
H: -2.48384 0.89259 0.82124  0.31
O: -2.64329 0.41824 -0.00487  -0.50
H: 2.54691 0.11085 -0.85029  0.32
H: -0.85383 1.11427 -0.81402  0.30
C: -0.53300 -0.75929 0.20695  0.01
H: 2.40007 0.81624 0.76643  0.27
H: -1.60081 -0.31150 -1.56063  0.26
H: 1.29484 1.32839 -0.51349  0.33

The value obtained for the LUMO energy is 1.05 eV. The gap between HOMO and LUMO comes out at 11.273 eV. As for the SMILES: C[C@H]1O[C@H]1CO. The value obtained for the electronic energy is -8371.294 eV.

***

Record 10
ORCA calculation (ωB97M-V/def2-TZVPD) on an isolated molecule of C4H8O2.

Each line ends with the Mulliken charge.
Element x y z (Å)
C: -0.87841 1.20993 0.34906  -0.75
H: 1.27045 0.15169 0.94215  0.41
H: -1.30328 -0.58885 1.60125  0.34
H: -1.30308 1.59517 -0.58203  0.27
H: -0.97701 1.89764 1.18766  0.24
C: -1.08070 -0.26188 0.58520  -0.04
O: -1.72374 -1.02190 -0.40606  -0.53
H: 2.37088 -1.45302 0.17033  0.31
O: 2.43702 -0.52130 -0.09235  -0.58
H: 1.50084 0.72436 -1.46214  0.24
H: 0.86396 -0.96087 -1.46116  0.26
C: 1.19419 -0.12585 -0.84419  -0.40
C: 0.30722 0.25484 0.30685  -0.07
H: -2.67837 -0.89998 -0.29455  0.31

The value obtained for the LUMO energy is 0.87 eV. The gap between HOMO and LUMO comes out at 10.544 eV. As for the SMILES: OC[C@H]1C[C@H]1O. The value obtained for the electronic energy is -8370.122 eV.

***

Record 11
ORCA calculation (ωB97M-V/def2-TZVPD) on an isolated molecule of C4H8O2.

Each line ends with the Mulliken charge.
Element x y z (Å)
H: -1.14279 2.29838 -1.38963  0.31
C: 0.49681 -1.30429 1.20776  -1.25
C: -0.64299 1.36348 -1.17427  -0.32
H: 1.59805 0.33921 0.31930  0.32
H: -0.48946 -0.74898 -1.17170  0.39
O: -1.54336 0.33795 -0.68312  -0.50
O: 0.53740 -0.81692 -1.09277  -0.67
H: 0.11634 0.89164 -1.81541  0.24
C: 0.64874 -0.20897 0.18030  0.30
H: 1.32396 -2.00937 1.08496  0.30
C: -0.48895 0.82064 0.16704  -0.18
H: -0.85170 1.31133 1.06507  0.42
H: 0.48034 -0.92141 2.23095  0.36
H: -0.43634 -1.83715 0.99229  0.27

The value obtained for the LUMO energy is 1.10 eV. The gap between HOMO and LUMO comes out at 10.981 eV. As for the SMILES: C[C@@H](O)[C@H]1CO1. The value obtained for the electronic energy is -8370.649 eV.

***

Record 12
ORCA calculation (ωB97M-V/def2-TZVPD) on an isolated molecule of C4H8O2.

Each line ends with the Mulliken charge.
Element x y z (Å)
H: 0.07362 -2.41583 1.00696  0.40
C: -0.03396 -1.36784 1.34446  -0.05
H: -0.34779 1.86574 -0.43647  0.30
H: -0.16722 0.78394 1.87842  0.35
C: 0.01418 -0.23907 -0.87201  -0.60
H: -0.85978 -0.90461 -0.89239  0.31
H: 0.71854 -0.65764 -1.59974  0.37
C: -0.41739 1.17918 -1.28280  -0.96
O: -0.73619 -1.09059 2.29133  -0.53
C: 0.67259 -0.28612 0.54984  0.13
H: 1.73603 -0.54269 0.45323  0.32
H: 0.21543 1.58244 -2.07796  0.27
O: 0.58378 0.90914 1.27105  -0.59
H: -1.45185 1.18396 -1.63393  0.28

The value obtained for the LUMO energy is 0.95 eV. The gap between HOMO and LUMO comes out at 11.297 eV. As for the SMILES: CC[C@@H](O)C=O. The value obtained for the electronic energy is -8371.953 eV.

***

Per-record M, g/mol: 88.11, 88.11, 88.11, 88.11, 88.11, 88.11, 88.11, 88.11, 88.11, 88.11, 88.11, 88.11
Per-record relative energy (zero: lowest compared OMol25 entry of this formula, charge and spin), kcal per mole: 30.2, 44.5, 40.1, 59.1, 52.6, 126.1, 140.5, 44.6, 45.8, 72.9, 60.7, 30.6